Entry 1:
{
  "formula": "C9H14",
  "method": "wB97M-V/def2-TZVPD",
  "elements": ["C", "C", "C", "C", "C", "C", "C", "H", "H", "H", "H", "H", "H", "H", "H", "C", "C", "H", "H", "H", "H", "H", "H"],
  "xyz": [[0.956366, 2.898376, -0.502128], [-1.096169, -0.777669, -1.616935], [0.260503, -0.564406, -1.901078], [-1.770476, 0.363278, -1.023236], [0.944010, 0.572672, -1.553186], [-1.156704, 1.513407, -0.705878], [0.279037, 1.616201, -0.856448], [-1.563542, -1.750044, -1.733677], [0.842183, -1.472362, -2.014865], [-2.841141, 0.335934, -0.908278], [1.979667, 0.686081, -1.805624], [-1.653582, 2.361232, -0.233515], [1.266316, 3.334621, -1.463267], [1.845388, 2.972792, 0.129228], [0.215322, 3.620512, -0.140439], [0.282091, -2.283331, 2.760241], [0.036923, -1.677031, 1.399487], [-0.460310, -3.018223, 3.083392], [1.171289, -2.915351, 2.726669], [0.356800, -1.451255, 3.439207], [-0.943667, -1.674526, 0.919356], [0.357564, -0.605050, 1.400398], [0.692122, -2.085854, 0.600578]],
  "forces_ev_per_angstrom": [[-0.9, 0.7, -0.4], [0.2, 1.9, 1.0], [1.0, -1.4, 1.1], [-1.4, -0.8, -0.8], [-0.6, -0.2, -0.1], [1.5, 0.4, 0.7], [-0.4, 0.9, -0.4], [-0.1, 0.3, -0.1], [0.2, 0.2, -1.1], [-0.2, -0.3, 0.2], [0.4, -0.1, 0.2], [-0.1, -0.4, -0.2], [0.2, -0.1, -0.1], [-0.1, -0.7, 0.0], [0.2, -0.3, 0.2], [-0.3, -1.0, -0.3], [1.1, 1.1, -1.9], [-0.4, 0.5, 0.0], [0.3, 0.6, 0.2], [0.2, -0.3, 0.7], [-0.4, -0.2, 0.7], [-0.3, -0.6, 0.1], [-0.2, -0.2, 0.5]],
  "charge": 1,
  "gap_ev": [10.071, 6.377],
  "spin_multiplicity": 2,
  "e_above_lowest_kcal_mol": 19.1
}

---

Entry 2:
{
  "formula": "C5H7NO6S",
  "method": "wB97M-V/def2-TZVPD",
  "elements": ["C", "C", "C", "C", "C", "N", "O", "O", "O", "O", "O", "O", "S", "H", "H", "H", "H", "H", "H", "H"],
  "xyz": [[0.665818, -0.886184, -1.219362], [-1.976302, -1.588779, -0.054283], [-0.295255, -0.541663, 1.530354], [-0.802988, 1.973186, -0.201423], [-1.113431, -0.417395, 0.269947], [-1.377532, 0.816197, -0.235750], [2.535566, 1.549038, 0.700802], [1.260525, -1.803253, -0.639030], [-2.110737, -2.702126, 0.489813], [0.580492, 0.201548, 1.912899], [1.140828, 0.313009, -1.065762], [3.629711, -0.117446, -0.691382], [2.527587, 0.017123, 0.138193], [0.111971, -0.963819, -2.156280], [-2.511621, -1.460944, -1.127814], [-0.565560, -1.552340, 1.944759], [0.139694, 2.135751, 0.354376], [-1.324360, 2.704089, -0.795865], [1.820421, 1.491278, 1.467914], [-2.334833, 0.832732, -0.622113]],
  "forces_ev_per_angstrom": [[3.6, -1.3, -0.8], [-1.0, -1.6, -2.2], [-0.9, -1.9, -1.5], [3.5, 5.4, 1.1], [0.1, -0.1, 3.2], [-5.4, -5.9, -1.5], [-1.7, -0.6, 1.4], [-2.1, -0.6, -0.9], [0.8, 3.1, -0.4], [-0.6, 0.1, 0.6], [0.5, 1.0, 0.6], [2.6, -0.1, -2.1], [-1.9, 1.3, 2.5], [-1.0, -0.4, 0.3], [0.8, 0.1, 2.0], [0.7, 0.8, 0.5], [-1.1, 0.1, -0.8], [0.5, 0.4, 0.1], [1.9, 0.2, -2.0], [0.8, 0.0, 0.0]],
  "charge": 0,
  "gap_ev": [6.290, 6.954],
  "spin_multiplicity": 3
}

---

Entry 3:
{
  "formula": "C3H5BN2O3",
  "method": "wB97M-V/def2-TZVPD",
  "elements": ["B", "C", "C", "C", "N", "N", "O", "O", "O", "H", "H", "H", "H", "H"],
  "xyz": [[-1.345271, 0.607466, 0.975898], [0.955149, -0.819913, 0.335042], [-0.143420, -0.126358, 0.428658], [0.130871, 0.643656, -1.748675], [1.793280, -0.774280, -0.818069], [1.216383, -0.061950, -1.892530], [-0.533981, 1.413046, -2.363693], [-2.583893, 0.039729, 0.876883], [-1.135737, 1.854985, 1.500811], [1.383141, -1.468992, 1.090202], [2.099219, -1.694716, -1.126840], [1.854860, 0.050099, -2.674450], [-3.318122, 0.583164, 1.165012], [-1.921386, 2.350997, 1.731925]],
  "forces_ev_per_angstrom": [[-0.1, 0.1, 0.2], [0.0, -0.1, 0.0], [0.7, 1.0, -3.4], [-1.7, -0.2, 3.1], [0.2, 0.1, 0.0], [1.1, -0.8, -0.3], [0.6, -0.4, 0.1], [-0.2, -0.4, -0.1], [0.2, 0.2, 0.1], [0.0, 0.0, 0.1], [-0.3, 0.1, -0.1], [-0.3, 0.2, 0.1], [-0.1, 0.1, 0.0], [-0.1, 0.0, 0.0]],
  "charge": 0,
  "gap_ev": 8.622,
  "e_above_lowest_kcal_mol": 42.4
}

---

Entry 4:
{
  "formula": "C28H60NO14S7",
  "method": "wB97M-V/def2-TZVPD",
  "elements": ["N", "H", "H", "H", "H", "C", "C", "C", "S", "O", "O", "C", "H", "H", "H", "H", "H", "H", "H", "H", "C", "C", "C", "S", "O", "O", "C", "H", "H", "H", "H", "H", "H", "H", "H", "C", "C", "C", "S", "O", "O", "C", "H", "H", "H", "H", "H", "H", "H", "H", "C", "C", "C", "S", "O", "O", "C", "H", "H", "H", "H", "H", "H", "H", "H", "C", "C", "C", "S", "O", "O", "C", "H", "H", "H", "H", "H", "H", "H", "H", "C", "C", "C", "S", "O", "O", "C", "H", "H", "H", "H", "H", "H", "H", "H", "C", "C", "C", "S", "O", "O", "C", "H", "H", "H", "H", "H", "H", "H", "H"],
  "xyz": [[27.917000, 7.939000, 12.761000], [28.933000, 8.037000, 12.397000], [27.612000, 7.102000, 12.913000], [27.284000, 8.310000, 12.067000], [27.614000, 8.417000, 13.605000], [28.926000, 11.585000, 7.162000], [30.006000, 11.897000, 8.176000], [29.424000, 12.051000, 9.605000], [27.817000, 11.296000, 9.601000], [26.890000, 12.094000, 10.232000], [28.022000, 9.897000, 10.042000], [27.627000, 11.228000, 7.892000], [29.273000, 10.586000, 6.452000], [28.709000, 12.397000, 6.420000], [30.714000, 12.782000, 7.918000], [30.415000, 10.898000, 8.144000], [29.064000, 12.945000, 9.914000], [29.971000, 11.467000, 10.291000], [26.877000, 12.031000, 7.600000], [27.091000, 10.411000, 7.439000], [29.353000, 7.340000, 6.852000], [30.466000, 8.089000, 7.646000], [30.617000, 7.387000, 9.071000], [29.261000, 6.241000, 9.263000], [28.603000, 6.603000, 10.421000], [29.818000, 4.907000, 9.027000], [28.357000, 6.675000, 7.836000], [29.798000, 6.530000, 6.154000], [28.803000, 7.933000, 6.107000], [29.947000, 9.133000, 7.981000], [31.373000, 8.331000, 7.046000], [30.565000, 8.150000, 9.814000], [31.472000, 7.016000, 9.382000], [27.584000, 7.251000, 8.286000], [28.090000, 5.633000, 7.698000], [32.112000, 11.963000, 13.306000], [32.624000, 12.022000, 14.761000], [31.682000, 11.200000, 15.554000], [31.327000, 9.828000, 14.436000], [29.983000, 9.651000, 14.161000], [32.091000, 8.656000, 14.897000], [32.031000, 10.537000, 12.974000], [33.059000, 12.284000, 12.608000], [31.360000, 12.489000, 12.726000], [32.783000, 13.090000, 15.177000], [33.386000, 11.421000, 14.544000], [30.982000, 11.947000, 15.698000], [32.052000, 10.895000, 16.493000], [31.353000, 10.390000, 12.176000], [32.986000, 9.929000, 12.726000], [22.615000, 5.652000, 15.974000], [21.907000, 6.943000, 15.946000], [22.950000, 7.742000, 14.963000], [24.592000, 7.382000, 15.403000], [25.062000, 8.326000, 16.400000], [25.476000, 7.071000, 14.280000], [24.169000, 5.845000, 16.229000], [22.458000, 4.689000, 15.188000], [22.288000, 5.204000, 16.812000], [21.751000, 7.545000, 17.003000], [20.974000, 6.609000, 15.528000], [22.900000, 8.643000, 14.886000], [22.809000, 7.415000, 14.046000], [24.398000, 5.984000, 17.340000], [24.956000, 5.036000, 16.016000], [24.990000, 12.299000, 14.345000], [26.021000, 12.532000, 15.548000], [27.285000, 11.872000, 15.099000], [27.234000, 11.897000, 13.282000], [26.909000, 10.518000, 12.890000], [28.430000, 12.433000, 12.718000], [25.741000, 12.720000, 13.124000], [24.186000, 12.877000, 14.495000], [24.684000, 11.288000, 14.433000], [25.651000, 12.061000, 16.448000], [26.223000, 13.559000, 15.650000], [27.537000, 10.899000, 15.451000], [28.189000, 12.534000, 15.265000], [25.181000, 12.639000, 12.223000], [26.053000, 13.819000, 13.020000], [23.973000, 4.145000, 9.608000], [23.602000, 3.500000, 11.037000], [23.933000, 4.593000, 11.922000], [25.458000, 5.404000, 11.391000], [26.617000, 4.852000, 12.047000], [25.291000, 6.852000, 11.408000], [25.302000, 4.825000, 9.711000], [23.257000, 4.908000, 9.235000], [23.778000, 3.457000, 8.997000], [24.232000, 2.753000, 11.216000], [22.628000, 3.265000, 11.241000], [24.081000, 4.448000, 12.982000], [23.098000, 5.390000, 12.096000], [26.099000, 4.205000, 9.545000], [25.340000, 5.744000, 9.205000], [34.039000, 4.931000, 13.230000], [33.122000, 4.107000, 12.319000], [32.239000, 5.063000, 11.524000], [31.950000, 6.412000, 12.584000], [30.580000, 6.306000, 13.140000], [32.210000, 7.622000, 11.925000], [33.073000, 5.997000, 13.836000], [34.911000, 5.316000, 12.813000], [34.339000, 4.234000, 14.030000], [32.496000, 3.269000, 12.641000], [33.472000, 3.396000, 11.559000], [31.341000, 4.490000, 11.398000], [33.057000, 5.271000, 10.605000], [32.441000, 5.650000, 14.576000], [33.631000, 6.860000, 14.160000]],
  "forces_ev_per_angstrom": [[2.7, 6.3, -1.6], [-2.1, -0.4, 1.4], [-1.5, -7.3, 0.7], [-0.1, 0.4, -0.7], [1.0, 0.8, 0.2], [-0.3, -1.6, -3.2], [0.6, 0.9, 0.5], [-0.4, -2.1, -2.4], [4.0, -6.2, -0.7], [-3.4, 2.8, 1.9], [-0.4, 1.3, -0.4], [-2.1, 2.3, -3.0], [-0.9, 2.9, 1.9], [0.3, -0.7, 0.7], [-1.1, -1.9, 0.3], [1.7, 0.4, 0.7], [0.3, 3.5, 1.1], [0.7, -0.1, 1.2], [0.8, -0.4, 0.8], [0.2, -1.0, 0.7], [0.3, -1.8, -1.5], [-1.9, 1.9, 1.6], [-3.2, 2.7, -2.5], [5.2, -0.9, -3.2], [-2.8, 0.4, 4.0], [-0.9, 0.8, 0.6], [1.1, -0.6, 0.3], [-0.5, 1.0, 1.5], [0.2, 0.3, 0.5], [1.3, -2.3, -1.1], [-0.6, -0.5, 0.7], [-1.0, 0.7, 0.6], [4.4, -2.7, 0.4], [-0.9, 0.8, -0.4], [-0.9, 0.1, -1.4], [4.1, 2.3, -3.4], [-2.4, 3.6, -0.7], [0.3, -0.1, -0.5], [4.3, -1.9, 1.3], [-4.9, -0.4, -0.3], [-0.6, 1.7, -0.3], [1.6, -2.4, 0.0], [-1.9, -0.2, 1.7], [-0.9, 0.5, 1.4], [0.2, -2.0, -0.7], [4.6, -1.4, 0.3], [-2.9, 0.4, 0.5], [0.5, -0.8, 0.9], [-0.8, -0.6, -0.7], [-1.4, 1.3, 0.6], [3.5, -3.7, -1.3], [1.8, 2.8, -0.1], [-1.3, -8.0, 4.4], [1.9, -1.6, 1.3], [-0.3, 0.1, -0.6], [-1.0, 0.6, 0.5], [0.8, -0.9, 1.5], [0.0, 3.4, 1.2], [-1.1, -2.1, 3.1], [0.6, -1.9, -2.7], [-0.8, 1.3, -0.5], [-1.0, 10.8, -0.3], [-0.6, -2.1, -4.5], [-0.7, 0.3, -1.3], [-1.6, 1.0, -0.5], [3.4, 0.1, 2.0], [-1.3, -1.7, -1.1], [2.4, 2.4, -0.9], [0.2, -4.8, 0.0], [0.3, 0.6, 0.3], [0.5, 1.2, -0.3], [-0.1, 3.1, -0.6], [-3.1, 2.2, 0.5], [-0.1, -1.1, -0.7], [-0.1, 0.3, 0.3], [-0.2, 1.4, 0.4], [-0.2, -0.9, 0.0], [-0.9, -0.8, 0.3], [0.1, -1.1, -1.0], [-0.7, -1.0, 1.1], [-1.4, 4.7, 5.0], [0.4, 4.3, -2.5], [-0.9, 3.9, 3.4], [-0.7, 0.9, 0.4], [-0.3, -0.2, -0.1], [0.1, -0.7, -0.2], [-1.2, 0.2, 1.0], [-0.1, -0.2, 1.0], [-0.1, -5.8, -5.5], [2.4, -3.6, 0.5], [-2.6, -1.0, -0.3], [0.6, -1.0, 0.4], [1.3, -1.0, -1.4], [2.2, -1.5, -0.7], [0.2, 0.9, -1.2], [-2.7, -2.3, 2.1], [-0.4, -1.5, -1.5], [3.4, -0.9, -1.9], [-4.1, -1.2, 1.3], [1.7, -0.2, -0.7], [1.2, 2.9, -1.6], [2.9, 0.1, -1.3], [1.2, 0.8, -1.1], [0.2, 0.5, -0.1], [-0.3, 0.8, 2.1], [1.6, 0.8, -0.2], [-0.7, 0.5, -1.3], [-3.2, 0.3, 1.9], [-0.9, -0.9, 1.8], [-0.2, 0.4, 0.2]],
  "charge": 1,
  "gap_ev": 10.551,
  "e_above_lowest_kcal_mol": 29.3
}

---

Entry 5:
{
  "formula": "C4H9N3",
  "method": "wB97M-V/def2-TZVPD",
  "elements": ["C", "C", "C", "N", "N", "H", "H", "H", "H", "H", "H", "C", "N", "H", "H", "H"],
  "xyz": [[1.183878, -0.469525, 1.028162], [-0.038346, -0.805271, 0.213898], [-1.515740, 0.252238, 0.897825], [-0.327234, -2.031343, 0.030399], [-1.473095, 1.444186, 0.902257], [-1.178466, -2.150955, -0.524798], [-0.424853, 1.924052, -0.368666], [-2.206077, -0.514979, 1.229827], [2.086690, -0.788303, 0.504524], [1.143717, -0.995348, 1.982375], [1.234357, 0.599763, 1.232649], [0.061639, 0.293149, -1.441882], [0.265962, 1.588170, -1.100402], [1.218946, 1.806212, -0.835471], [0.891792, -0.224616, -1.909825], [-0.923169, 0.072570, -1.840873]],
  "forces_ev_per_angstrom": [[-0.2, 0.1, 0.2], [1.3, -0.3, -1.9], [-1.1, 2.3, 0.2], [-0.3, -0.1, 0.6], [0.1, -1.6, 0.1], [0.2, 0.1, -0.3], [0.5, -0.1, -0.7], [0.4, -0.1, -0.2], [0.0, 0.0, 0.0], [0.0, 0.0, 0.0], [0.1, 0.0, 0.0], [-0.8, -0.7, 1.6], [-0.1, 0.6, 0.4], [-0.1, 0.0, 0.0], [-0.1, 0.0, 0.1], [0.1, 0.0, -0.2]],
  "charge": 0,
  "gap_ev": [7.367, 7.366],
  "e_above_lowest_kcal_mol": 98.5
}

---

What did the third record say?
{
  "formula": "C3H5BN2O3",
  "method": "wB97M-V/def2-TZVPD",
  "elements": ["B", "C", "C", "C", "N", "N", "O", "O", "O", "H", "H", "H", "H", "H"],
  "xyz": [[-1.345271, 0.607466, 0.975898], [0.955149, -0.819913, 0.335042], [-0.143420, -0.126358, 0.428658], [0.130871, 0.643656, -1.748675], [1.793280, -0.774280, -0.818069], [1.216383, -0.061950, -1.892530], [-0.533981, 1.413046, -2.363693], [-2.583893, 0.039729, 0.876883], [-1.135737, 1.854985, 1.500811], [1.383141, -1.468992, 1.090202], [2.099219, -1.694716, -1.126840], [1.854860, 0.050099, -2.674450], [-3.318122, 0.583164, 1.165012], [-1.921386, 2.350997, 1.731925]],
  "forces_ev_per_angstrom": [[-0.1, 0.1, 0.2], [0.0, -0.1, 0.0], [0.7, 1.0, -3.4], [-1.7, -0.2, 3.1], [0.2, 0.1, 0.0], [1.1, -0.8, -0.3], [0.6, -0.4, 0.1], [-0.2, -0.4, -0.1], [0.2, 0.2, 0.1], [0.0, 0.0, 0.1], [-0.3, 0.1, -0.1], [-0.3, 0.2, 0.1], [-0.1, 0.1, 0.0], [-0.1, 0.0, 0.0]],
  "charge": 0,
  "gap_ev": 8.622,
  "e_above_lowest_kcal_mol": 42.4
}